[1]
Computed, not measured: 9 unconnected molecules or ions with the total composition C34H91N5O14, with ωB97M-V/def2-TZVPD.

Values from the calculation:
SMILES = COCCNCCOC.COCCNCCOC.COCCNCCOC.COCCNCCOC.COCCNCCOC.CCO.CCO.O.O
E_tot = -72838.53434 eV
Orbital gap = 9.09 eV

Element x y z (Å)
C  6.1427  -10.6394  -13.3555
O  5.5338  -9.4392  -12.8891
C  5.8030  -9.1827  -11.4666
C  5.0241  -7.8757  -11.0443
N  3.5309  -8.1031  -11.0589
C  2.7183  -6.8702  -10.8487
C  3.0593  -6.1211  -9.5653
O  2.4732  -6.8257  -8.4959
C  2.3840  -6.0649  -7.2727
H  7.2102  -10.6726  -13.1378
H  6.0286  -10.7418  -14.4346
H  5.6470  -11.4818  -12.8731
H  6.8882  -9.1434  -11.3727
H  5.4654  -10.0750  -10.9394
H  5.2636  -7.0048  -11.6544
H  5.2560  -7.5823  -10.0204
H  3.2953  -8.4567  -11.9752
H  1.6616  -7.1368  -10.8687
H  3.0208  -6.1605  -11.6187
H  2.7579  -5.0759  -9.6350
H  4.1324  -6.0366  -9.3944
H  3.3560  -5.6184  -7.0628
H  2.0317  -6.6843  -6.4479
H  1.7256  -5.1988  -7.3403
C  -6.0185  -3.8138  7.8191
O  -7.2393  -4.4604  7.6964
C  -8.2952  -3.5378  7.3587
C  -9.6386  -4.2246  7.7877
N  -9.6779  -4.6961  9.1657
C  -10.7966  -5.6175  9.2938
C  -10.7729  -6.4559  10.6010
O  -9.6238  -7.3238  10.4579
C  -9.6284  -8.4418  11.3848
H  -5.2673  -4.4047  8.3431
H  -6.0473  -2.8415  8.3111
H  -5.6486  -3.6522  6.8065
H  -8.3046  -3.4214  6.2750
H  -8.2249  -2.6275  7.9541
H  -9.8211  -5.0948  7.1573
H  -10.3890  -3.4448  7.6577
H  -8.8692  -5.2708  9.3548
H  -10.9341  -6.2793  8.4388
H  -11.6940  -4.9989  9.2811
H  -11.6821  -7.0510  10.6868
H  -10.6436  -5.8274  11.4821
H  -9.3888  -8.1414  12.4048
H  -8.8450  -9.1253  11.0573
H  -10.5761  -8.9773  11.3284
C  -2.0950  5.9457  4.6445
O  -1.3137  7.1036  4.9976
C  -1.7858  8.3232  4.4730
C  -0.9681  9.6210  4.9248
N  -1.2005  9.9759  6.3038
C  -0.3383  11.0995  6.7540
C  -0.7002  11.5021  8.1904
O  -1.8108  12.3351  8.1086
C  -2.1872  12.8624  9.4430
H  -1.5935  5.0243  4.9405
H  -2.3001  5.8682  3.5768
H  -3.0669  5.9302  5.1377
H  -2.8119  8.5787  4.7374
H  -1.7907  8.2434  3.3860
H  -1.3217  10.3676  4.2137
H  0.0822  9.3899  4.7468
H  -2.1857  10.1677  6.4165
H  -0.3941  12.0355  6.1983
H  0.6904  10.8030  6.9586
H  0.1352  11.9339  8.7415
H  -0.9739  10.5997  8.7371
H  -2.9471  13.6121  9.2222
H  -1.3995  13.3740  9.9960
H  -2.6493  12.0649  10.0249
C  8.0770  -2.6501  -0.6894
O  9.1664  -1.8841  -1.2084
C  10.4421  -2.4666  -1.0851
C  11.5041  -1.5162  -1.6216
N  11.1849  -1.0634  -3.0102
C  11.2288  -2.0881  -4.0285
C  9.9115  -2.7750  -4.3875
O  9.1810  -1.9745  -5.3192
C  9.6961  -1.9287  -6.6317
H  8.0481  -3.6836  -1.0346
H  7.0544  -2.3146  -0.8617
H  8.2162  -2.6837  0.3912
H  10.3965  -3.4571  -1.5379
H  10.5416  -2.7163  -0.0288
H  12.5151  -1.9183  -1.5575
H  11.6080  -0.6765  -0.9344
H  10.2683  -0.6522  -2.9058
H  11.9931  -2.8210  -3.7702
H  11.6226  -1.5806  -4.9090
H  9.2415  -2.9391  -3.5435
H  10.0559  -3.7770  -4.7915
H  8.9105  -1.6970  -7.3509
H  10.1050  -2.9156  -6.8484
H  10.4705  -1.1735  -6.7660
C  -3.7622  4.4615  -3.3937
O  -4.6989  5.2412  -4.1683
C  -4.0402  6.2098  -4.9481
C  -5.0203  7.3882  -5.0082
N  -5.3775  8.0647  -3.7302
C  -4.3140  8.8217  -3.1478
C  -4.7322  9.6892  -1.9015
O  -5.3958  8.9078  -0.8759
C  -6.1392  9.6230  0.0635
H  -4.2792  3.7603  -2.7386
H  -3.0985  5.0769  -2.7864
H  -3.1456  3.8472  -4.0498
H  -3.7762  5.8848  -5.9545
H  -3.0679  6.5601  -4.6017
H  -5.8919  6.9624  -5.5053
H  -4.7221  8.1449  -5.7339
H  -5.6036  7.3593  -3.0437
H  -3.7913  9.3691  -3.9322
H  -3.4790  8.2047  -2.8160
H  -5.2869  10.4979  -2.3775
H  -3.8276  10.1802  -1.5429
H  -5.5406  10.0377  0.8745
H  -6.8023  8.9021  0.5419
H  -6.7256  10.4152  -0.4018
C  0.6494  -7.4175  3.0569
C  1.5199  -6.4384  3.7980
O  0.9046  -5.1201  3.9384
H  1.0641  -8.4128  2.8969
H  0.4719  -6.9887  2.0707
H  -0.2942  -7.5569  3.5845
H  2.5062  -6.3816  3.3376
H  1.6120  -6.7907  4.8254
H  1.1363  -4.7208  4.7801
C  2.9798  4.2567  -1.1166
C  3.7506  2.9793  -1.6378
O  2.8641  1.9155  -1.8959
H  2.3092  4.5090  -1.9380
H  3.6975  5.0667  -0.9867
H  2.3901  4.0525  -0.2229
H  4.4294  2.6892  -0.8358
H  4.2947  3.2237  -2.5501
H  3.0917  1.5366  -2.7481
O  -5.2973  -5.0674  2.5685
H  -4.5470  -4.5207  2.3354
H  -5.3107  -5.0612  3.5256
O  -0.5758  -1.6455  0.1036
H  0.0989  -1.0969  -0.2962
H  -0.1228  -2.1069  0.8094

[2]
Computed, not measured: a molecular structure, C30H44MoN4P2Si, with ωB97M-V/def2-TZVPD.

Values from the calculation:
E_tot = -66074.80818 eV
Multiplicity = 3
Charge = +2
Orbital gap (alpha / beta) = 4.88 / 4.38 eV
⟨S²⟩ = 2.039

Element x y z (Å)
Mo  0.5873  -0.4449  -0.9255
C  -0.8299  0.2049  -8.4056
C  -1.5314  0.9693  -7.5626
C  -3.0243  1.0116  -7.4827
C  -3.7618  -0.3629  -7.7058
C  -3.1545  -1.4888  -6.9054
C  -2.1588  -2.2917  -7.3168
C  -1.5417  -2.2493  -8.6924
C  -1.3624  -0.8402  -9.3519
C  0.3004  -1.2409  1.0638
H  0.2671  0.3188  -8.4657
H  -1.0086  1.7495  -6.9921
H  -3.4357  1.7490  -8.2045
H  -3.3238  1.3725  -6.4844
H  -4.7970  -0.2156  -7.3441
H  -3.8171  -0.5668  -8.7844
H  -3.6116  -1.6515  -5.9131
H  -1.8352  -3.1295  -6.6792
H  -2.1052  -2.8932  -9.3956
H  -0.5316  -2.6777  -8.6336
H  -0.6074  -0.9690  -10.1514
H  -2.2927  -0.5439  -9.8557
H  1.3162  -1.2739  1.5028
H  -0.0885  -2.2671  0.9389
H  -0.3784  -0.6535  1.7135
P  -1.7469  -1.1309  -1.0619
P  -0.5291  1.4555  -1.7711
N  -1.6260  -2.8358  -1.5972
N  -3.1494  -1.3941  0.1304
N  0.4799  1.4952  -3.2620
N  -0.4930  3.1978  -1.4400
C  -2.5977  -0.2815  -2.4222
C  -2.2355  1.2220  -2.3550
C  -0.3610  -3.4218  -1.6812
C  -0.5132  -4.6588  -2.3006
C  -1.8932  -4.8232  -2.6239
C  -2.5664  -3.6841  -2.1767
C  -3.1038  -2.1031  1.3325
C  -4.3287  -1.9855  1.9860
C  -5.1768  -1.1865  1.1603
C  -4.4266  -0.8400  0.0304
C  1.7310  0.8593  -3.2916
C  2.0744  0.7037  -4.6324
C  1.0118  1.1979  -5.4270
C  0.0384  1.7025  -4.5605
C  -0.4828  4.2164  -2.4031
C  -0.4798  5.4440  -1.7388
C  -0.4968  5.1677  -0.3343
C  -0.4953  3.7919  -0.1780
H  -3.6863  -0.4253  -2.4400
H  -2.2297  -0.7289  -3.3605
H  -2.3970  1.7380  -3.3096
H  -2.8767  1.7588  -1.6374
H  0.5313  -2.9148  -1.2736
H  0.2935  -5.3440  -2.4952
H  -2.3251  -5.6819  -3.1250
H  -3.6092  -3.4242  -2.2199
H  -2.1936  -2.6219  1.6283
H  -4.5810  -2.4141  2.9495
H  -6.1911  -0.8889  1.3731
H  -4.7123  -0.2417  -0.8117
H  2.3081  0.6482  -2.3669
H  2.9790  0.2438  -4.9960
H  0.9344  1.1547  -6.5061
H  -0.9056  2.1643  -4.7590
H  -0.4654  3.9856  -3.4490
H  -0.4594  6.4110  -2.2150
H  -0.5047  5.9139  0.4582
H  -0.4963  3.1691  0.7205
C  2.6911  2.6896  -0.2048
Si  2.0044  1.0754  0.5557
C  3.4627  -0.1463  0.4832
C  1.8249  1.5589  2.3837
H  2.8325  2.6022  -1.2951
H  3.6780  2.8496  0.2733
H  2.0399  3.5519  0.0144
H  4.3194  0.4064  0.9155
H  3.3005  -1.0494  1.0945
H  3.7169  -0.4481  -0.5485
H  2.7844  2.0031  2.7101
H  1.0369  2.3103  2.5576
H  1.6275  0.6907  3.0336

[3]
Computed, not measured: a molecular structure, C19H31BBrF4NO4ReSi, with ωB97M-V/def2-TZVPD.

Values from the calculation:
E_tot = -121468.61406 eV
Multiplicity = 2
Charge = +2
Orbital gap (alpha / beta) = 6.68 / 6.96 eV
⟨S²⟩ = 0.880

Element x y z (Å)
Re  2.7336  -0.8913  1.5147
O  1.6197  -1.3498  3.0682
C  1.8241  -1.7801  4.2430
C  3.1061  -2.0571  4.7486
C  3.2700  -2.5449  6.0623
C  4.5429  -2.7978  6.4919
C  5.6675  -2.5933  5.6901
C  5.5293  -2.1144  4.3971
C  4.2485  -1.8537  3.9436
O  4.0640  -1.3915  2.6897
N  4.7377  -3.3120  7.8741
O  3.7331  -3.4887  8.5236
O  5.8748  -3.5373  8.2096
H  0.9319  -1.9309  4.8502
H  2.4271  -2.7167  6.7189
H  6.6433  -2.8155  6.1018
H  6.3838  -1.9468  3.7578
F  2.8188  1.0975  -2.1586
B  4.1324  0.9050  -2.2192
F  3.8269  -0.3946  0.1444
F  4.9343  1.7907  -1.6827
F  4.5965  -0.1693  -2.8072
C  -2.2007  3.3488  -0.4497
C  -1.6739  2.6715  -1.7244
C  -0.1839  3.0401  -1.8571
C  -2.4467  3.2590  -2.9423
Si  -2.0336  0.8389  -1.8727
Br  0.8319  -0.1129  0.3666
C  -1.3750  -0.1245  -3.3383
C  -0.2783  0.5931  -4.1423
C  -0.8488  -1.5319  -3.0085
C  -2.6344  -0.2493  -4.2453
C  -3.3321  0.0575  -0.7632
C  -3.1547  0.3604  0.7346
C  -4.6421  0.7310  -1.2652
C  -3.4828  -1.4639  -0.9097
H  -1.9936  4.4175  -0.5283
H  -1.6996  2.9876  0.4487
H  -3.2760  3.2422  -0.3164
H  -0.1037  4.1265  -1.7843
H  0.2570  2.7429  -2.8043
H  0.4209  2.6234  -1.0497
H  -2.3204  4.3439  -2.9182
H  -3.5204  3.0643  -2.9043
H  -2.0643  2.9123  -3.9015
H  0.6422  0.7101  -3.5732
H  -0.5861  1.5681  -4.5166
H  -0.0467  -0.0239  -5.0129
H  0.0392  -1.4973  -2.3745
H  -0.5473  -2.0010  -3.9472
H  -1.5862  -2.1803  -2.5439
H  -3.0357  0.7183  -4.5541
H  -3.4373  -0.8313  -3.7952
H  -2.3304  -0.7716  -5.1555
H  -3.1937  1.4191  0.9739
H  -2.2256  -0.0529  1.1321
H  -3.9733  -0.1254  1.2701
H  -4.6586  1.8090  -1.1113
H  -5.4689  0.3108  -0.6872
H  -4.8535  0.5256  -2.3163
H  -2.6016  -2.0027  -0.5607
H  -3.7044  -1.7828  -1.9264
H  -4.3232  -1.7780  -0.2873

[4]
Computed, not measured: a molecular structure, C3H3FeO4, with ωB97M-V/def2-TZVPD.

Values from the calculation:
E_tot = -45694.64785 eV
Multiplicity = 7
Charge = +3
Orbital gap (alpha / beta) = 8.87 / 7.55 eV
⟨S²⟩ = 12.015

Element x y z (Å)
C  -0.0898  0.8746  1.2512
C  -0.8918  0.1274  0.3554
H  -1.6809  -0.5271  0.7283
Fe  0.2977  -0.7215  3.6741
O  -0.2152  0.4831  2.4430
O  -0.8459  0.1637  -0.9651
C  0.2969  -0.0235  -1.7099
O  1.0925  0.8302  -1.9575
O  0.2858  -1.2768  -2.0784
H  0.7147  1.5375  0.9189
H  1.0361  -1.4675  -2.6598

[5]
Computed, not measured: 2 unconnected molecules or ions with the total composition C2H9NO, with ωB97M-V/def2-TZVPD.

Values from the calculation:
SMILES = CNC.O
E_tot = -5756.84677 eV
Orbital gap = 10.05 eV

Element x y z (Å)
C  -1.2173  -0.5997  -0.1214
N  0.2356  -0.6940  0.0779
C  1.1610  -0.2688  -1.0009
H  -1.2820  0.2939  -0.7653
H  -1.6084  -1.4814  -0.6364
H  -1.8132  -0.4623  0.8063
H  0.4356  -1.6476  0.3482
H  0.8818  -0.2940  -2.0692
H  2.0611  -0.8708  -0.7950
H  1.3884  0.7868  -0.8438
O  0.0999  2.0706  1.6511
H  -0.8215  1.9532  1.8925
H  0.4791  1.2141  1.4558

[6]
Computed, not measured: 3 unconnected molecules or ions with the total composition C4H12NOS, with ωB97M-V/def2-TZVPD.

Values from the calculation:
E_tot = -18710.18162 eV
Multiplicity = 2
Charge = -2
Orbital gap (alpha / beta) = 5.26 / 4.29 eV
⟨S²⟩ = 0.754

Element x y z (Å)
C  1.3991  -0.7820  -1.3181
N  2.1523  -1.9296  -1.8579
C  -1.0849  0.7550  2.3054
C  -1.8149  -0.5396  1.6757
S  -2.5638  -1.5635  2.9003
C  1.1691  0.3657  -2.3449
H  1.8489  -0.4425  -0.3127
H  0.4299  -1.1941  -0.9899
H  -0.5720  1.2727  1.4580
H  -0.3930  0.3663  3.1499
H  -1.7894  1.4501  2.6858
H  -2.4804  -0.2633  0.9243
H  -1.0438  -1.1202  1.1639
H  0.3313  0.8455  -2.1755
H  1.1648  -0.1625  -3.3781
H  1.9892  1.0769  -2.3968
H  2.5434  -2.4396  -1.0718
H  -0.6661  2.6235  -0.1532
O  -0.6199  1.6810  -0.2646

[7]
Computed, not measured: a molecular structure, C18H13N4ORe, with ωB97M-V/def2-TZVPD.

Values from the calculation:
E_tot = -28982.82541 eV
Multiplicity = 4
Charge = +3
Orbital gap (alpha / beta) = 6.04 / 5.29 eV
⟨S²⟩ = 3.799

Element x y z (Å)
Re  -0.5056  0.8013  0.3811
C  -3.7221  -2.9644  1.4699
C  -3.8854  -2.1064  0.3821
C  -2.7798  -1.5105  -0.1923
C  -1.5091  -1.7925  0.3443
C  -1.3409  -2.6413  1.4547
C  -2.4575  -3.2333  2.0037
N  -0.3971  -1.1073  -0.1995
C  0.8043  -1.5714  -0.6099
C  1.1200  -2.9303  -0.8615
C  2.3791  -3.2320  -1.3162
C  3.3384  -2.2179  -1.5248
C  3.0449  -0.8563  -1.2720
C  1.7982  -0.5615  -0.8236
N  1.3034  0.7552  -0.5167
N  1.9131  1.7779  -0.8819
C  1.2120  2.9520  -0.5712
C  1.7475  4.1666  -0.9141
C  0.9931  5.3184  -0.6532
C  -0.2533  5.1890  -0.0745
C  -0.7352  3.9234  0.2559
N  -0.0180  2.8140  0.0184
H  -4.5935  -3.4334  1.9086
H  -4.8700  -1.9319  -0.0290
H  -2.8747  -0.8946  -1.0806
H  -0.3516  -2.8256  1.8578
H  -2.3556  -3.9014  2.8479
H  0.3673  -3.6959  -0.7227
H  2.6418  -4.2597  -1.5317
H  4.3190  -2.4825  -1.9008
H  3.7858  -0.0834  -1.4322
H  2.7233  4.2066  -1.3806
H  1.3854  6.2941  -0.9108
H  -0.8683  6.0539  0.1365
H  -1.7020  3.7986  0.7274
O  0.3130  1.1479  3.3454
C  0.0301  1.0344  2.2662

[8]
Computed, not measured: a gas-phase ion, C6H12NO (charge -1), with ωB97M-V/def2-TZVPD.

Values from the calculation:
E_tot = -9951.34765 eV
Charge = -1
Orbital gap = 3.88 eV

Element x y z (Å)
C  -1.8196  -1.9985  1.4661
O  -3.2384  -2.0801  1.5976
C  -1.3350  -0.5578  1.3570
C  -0.7967  -0.0846  -0.0053
C  0.5891  0.4385  0.0057
N  3.1456  2.3481  -1.9406
C  2.5923  1.2376  -1.1616
C  1.2604  0.9448  -1.1284
H  -1.4705  -2.6905  0.6844
H  -1.2991  -2.5791  2.2302
H  -2.2720  -0.0157  1.5125
H  -0.6597  -0.2440  2.1521
H  -1.0821  -0.8763  -0.7355
H  -1.5476  0.6731  -0.3693
H  1.0288  0.5197  0.9843
H  -3.5912  -2.0486  0.7009
H  2.5060  2.6175  -2.6761
H  4.0583  2.1198  -2.3133
H  3.3054  0.9308  -0.4279
H  0.6257  1.3456  -1.9328